Computed, not measured: a single C6H15N molecule at a distorted geometry, with ωB97M-V with the def2-TZVPD basis set.

Geometry (Å):
C: -1.93869 -1.71375 -1.59569
C: -2.37052 -0.34247 -1.08507
C: -1.61642 0.06890 0.19373
N: -0.18200 -0.01191 0.01942
C: 0.59835 0.55193 1.10306
C: 2.06950 0.15883 1.02342
C: 3.05672 1.19498 0.56351
H: -0.94589 -1.67949 -2.03194
H: -1.96882 -2.42814 -0.77401
H: -2.55581 -2.07039 -2.42489
H: -2.27884 0.41709 -1.85406
H: -3.40869 -0.41647 -0.75394
H: -1.92340 -0.66200 0.94299
H: -1.92790 1.09766 0.41721
H: 0.07474 0.44503 -0.84925
H: 0.18309 0.24928 2.05812
H: 0.46534 1.65025 1.14479
H: 2.37075 -0.14144 2.00590
H: 2.11031 -0.80383 0.50583
H: 3.11093 2.06349 1.22548
H: 2.99851 1.51299 -0.48041
H: 4.07872 0.85945 0.64580

As for the charge: 0. As for the total energy: -7954.9371 eV. For the HOMO energy, the calculation gives -8.6 eV. Its spin multiplicity is 1.